{"formula": "C22H51NO16P2S", "method": "ωB97M-V with the def2-TZVPD basis set", "species": ["N", "C", "C", "C", "O", "S", "O", "O", "O", "C", "P", "P", "O", "O", "O", "H", "H", "H", "H", "H", "H", "H", "H", "H", "C", "O", "C", "C", "O", "C", "C", "O", "C", "H", "H", "H", "H", "H", "H", "H", "H", "H", "H", "H", "H", "H", "H", "C", "O", "C", "C", "O", "C", "C", "O", "C", "H", "H", "H", "H", "H", "H", "H", "H", "H", "H", "H", "H", "H", "H", "C", "O", "C", "C", "O", "C", "C", "O", "C", "H", "H", "H", "H", "H", "H", "H", "H", "H", "H", "H", "H", "H", "H"], "coordinates": [[6.103658, -3.862326, 1.740479], [5.732460, -3.188043, 0.742165], [6.001898, -1.737369, 0.414150], [6.168897, -0.784521, 1.589360], [6.771336, 0.436831, 1.108061], [5.617282, 1.437006, 0.659783], [5.028832, 0.983762, -0.551194], [6.091574, 2.756782, 0.803956], [4.630279, 1.068261, 1.846223], [4.920053, -0.250438, 2.360681], [3.482812, -1.378073, 2.637131], [2.054276, -0.946521, 1.025753], [1.501535, 0.401515, 1.027318], [2.772271, -1.339112, -0.346913], [0.926827, -2.057955, 1.262773], [6.638028, -3.304690, 2.408663], [5.166892, -3.731933, -0.021710], [5.251013, -1.348951, -0.271777], [6.941136, -1.701775, -0.147939], [6.849493, -1.194380, 2.333005], [5.255166, -0.067815, 3.386932], [2.832862, -0.618334, 3.621968], [3.326838, -2.129317, -0.319279], [1.138914, -2.939234, 0.926986], [4.384220, 3.557134, -6.689532], [3.852840, 2.274670, -6.455579], [4.806890, 1.247452, -6.642500], [4.388887, -0.016341, -5.925410], [4.606544, 0.015228, -4.525959], [3.670367, 0.742415, -3.739808], [2.351369, 0.034103, -3.537665], [1.520611, 0.155331, -4.679946], [0.496083, -0.807213, -4.699750], [4.716708, 3.672339, -7.728384], [3.594585, 4.278874, -6.490448], [5.230381, 3.763524, -6.023804], [5.787545, 1.565708, -6.266611], [4.900995, 1.028740, -7.716202], [5.027298, -0.822745, -6.294262], [3.351888, -0.263851, -6.164778], [3.505970, 1.745469, -4.138482], [4.139924, 0.837824, -2.761326], [1.844230, 0.480543, -2.671127], [2.537874, -1.026335, -3.320630], [0.906389, -1.825016, -4.707921], [-0.082752, -0.653455, -5.608493], [-0.170599, -0.705030, -3.834131], [-5.820833, 5.220711, 0.625702], [-4.539408, 4.678262, 0.418861], [-3.505878, 5.555451, 0.827319], [-2.214776, 4.805273, 1.063140], [-2.177066, 4.091493, 2.286760], [-2.865591, 2.852179, 2.332040], [-2.148315, 1.721834, 1.630274], [-2.336049, 1.794969, 0.227934], [-1.358247, 1.045530, -0.462884], [-5.975552, 6.129524, 0.031255], [-6.547102, 4.471157, 0.316796], [-5.985257, 5.460575, 1.682998], [-3.793644, 6.075337, 1.749960], [-3.336852, 6.307662, 0.043366], [-1.419616, 5.549533, 1.145161], [-1.988341, 4.155831, 0.214662], [-3.885880, 2.948727, 1.952937], [-2.917229, 2.598621, 3.393157], [-2.554586, 0.765443, 1.994433], [-1.079459, 1.756247, 1.873130], [-0.351517, 1.399943, -0.231266], [-1.546857, 1.160673, -1.529590], [-1.422744, -0.018599, -0.199673], [-6.520707, -1.504691, 0.694811], [-5.638442, -2.336079, 1.413040], [-4.467342, -1.653584, 1.821544], [-3.800124, -2.360240, 2.978472], [-4.429688, -2.141676, 4.230077], [-5.614124, -2.874416, 4.494578], [-5.376285, -4.319740, 4.869202], [-5.115846, -5.106312, 3.721189], [-4.477628, -6.320687, 4.034509], [-6.065419, -1.141470, -0.233942], [-7.400348, -2.096809, 0.449745], [-6.828354, -0.640764, 1.295350], [-4.708664, -0.624811, 2.117774], [-3.763250, -1.612253, 0.977726], [-2.800492, -1.932402, 3.086017], [-3.694544, -3.426590, 2.764862], [-6.319077, -2.808030, 3.662875], [-6.059526, -2.383562, 5.362430], [-6.272322, -4.704285, 5.376896], [-4.531453, -4.376521, 5.567429], [-3.514725, -6.147341, 4.529987], [-4.304097, -6.849839, 3.099489], [-5.099322, -6.947008, 4.685639]], "atomic_forces_ev_per_a": [[0.029, -0.012, 0.055], [-0.052, 0.048, -0.008], [-0.054, -0.053, -0.001], [-0.245, 0.129, -0.036], [0.186, -0.166, 0.113], [-0.171, 0.032, 0.012], [0.118, 0.048, -0.162], [0.010, 0.100, 0.028], [-0.083, -0.165, -0.014], [0.133, 0.289, 0.341], [0.214, -0.702, -0.120], [-0.203, 0.548, 0.140], [0.029, -0.082, -0.079], [0.088, -0.168, 0.039], [0.133, -0.114, -0.040], [-0.013, -0.015, 0.017], [0.034, -0.005, -0.024], [0.009, 0.017, -0.005], [-0.015, -0.005, -0.001], [0.141, 0.055, -0.109], [0.033, -0.037, -0.029], [-0.126, 0.195, -0.127], [-0.086, -0.001, -0.048], [-0.075, 0.072, 0.086], [-0.050, -0.003, -0.065], [0.048, -0.007, 0.168], [-0.065, 0.040, -0.070], [0.016, -0.049, -0.056], [-0.009, -0.022, 0.002], [0.005, 0.018, 0.105], [-0.104, 0.093, -0.012], [0.140, -0.126, -0.098], [-0.061, 0.081, 0.026], [0.019, 0.001, 0.005], [-0.005, -0.004, -0.014], [0.012, -0.004, -0.015], [0.006, -0.012, 0.012], [0.080, 0.008, 0.001], [-0.022, -0.015, -0.001], [-0.016, 0.085, 0.016], [-0.055, -0.041, -0.077], [0.006, 0.025, -0.012], [0.010, -0.080, 0.059], [0.022, 0.005, 0.017], [-0.005, 0.000, 0.020], [-0.006, 0.010, 0.007], [0.006, -0.016, 0.009], [-0.003, 0.005, -0.086], [0.018, -0.076, 0.172], [-0.040, -0.001, -0.092], [0.062, 0.036, -0.044], [-0.029, 0.026, 0.021], [-0.024, -0.069, 0.060], [-0.069, -0.065, -0.083], [0.103, 0.111, 0.026], [-0.111, 0.000, -0.078], [0.000, 0.011, 0.016], [0.003, 0.006, -0.015], [0.004, 0.019, -0.006], [0.016, -0.002, 0.012], [-0.011, 0.060, 0.049], [0.017, -0.018, -0.014], [-0.084, -0.022, 0.002], [0.031, -0.008, -0.073], [-0.017, 0.012, -0.002], [0.072, -0.005, 0.068], [0.000, 0.009, 0.015], [0.021, -0.051, 0.016], [-0.051, -0.006, 0.011], [0.057, -0.010, -0.008], [0.022, -0.051, -0.077], [-0.080, 0.057, 0.205], [-0.001, -0.048, -0.144], [0.085, 0.005, -0.044], [0.015, -0.005, 0.018], [-0.065, 0.020, 0.042], [-0.056, -0.067, -0.044], [0.156, 0.098, -0.013], [-0.076, -0.035, -0.022], [0.002, 0.021, 0.008], [0.011, -0.007, -0.012], [0.015, 0.010, -0.011], [0.002, 0.002, 0.012], [0.032, 0.103, 0.023], [0.007, -0.019, 0.006], [-0.082, 0.003, -0.025], [0.041, -0.064, -0.033], [-0.015, 0.016, -0.019], [0.035, -0.010, 0.065], [0.000, 0.020, 0.010], [-0.011, -0.005, 0.019], [-0.014, -0.004, 0.001], [0.011, 0.001, 0.014]], "smiles": "[H]/N=C\\C[C@H]1OS(=O)(=O)O[C@H]1PP(=O)(O)O.COCCOCCOC.COCCOCCOC.COCCOCCOC", "total_energy_ha": -3208.1963, "gap_ev": 8.70, "spin_multiplicity": 1}

{"formula": "C3H6O3P", "method": "ωB97M-V with the def2-TZVPD basis set", "species": ["C", "C", "C", "O", "O", "O", "P", "H", "H", "H", "H", "H", "H"], "coordinates": [[-0.496722, 0.995227, 0.688853], [-1.725308, 1.213011, -0.061889], [0.858635, -1.341413, -0.454564], [1.435993, 1.324426, -1.322384], [2.275985, 0.823545, 0.948404], [-2.830703, 0.794261, 0.233448], [1.274747, 0.501606, -0.080974], [-0.196181, 2.074067, 0.778160], [-0.425914, 0.334514, 1.672952], [-1.468374, 1.720059, -1.053755], [0.170794, -1.215975, -1.303280], [1.789161, -1.851841, -0.443967], [0.275296, -1.739806, 0.474249]], "atomic_forces_ev_per_a": [[2.359, -0.219, 1.654], [0.408, -1.641, -0.786], [-1.457, 2.034, 2.843], [-0.590, -0.782, -0.694], [0.416, -1.042, 1.595], [-0.003, 0.529, -0.389], [-1.922, 0.849, -1.385], [0.250, -0.711, 0.770], [-0.961, 1.854, -1.763], [-0.710, -0.027, 0.817], [0.718, -0.783, -0.020], [0.639, -0.784, -0.992], [0.853, 0.722, -1.651]], "smiles": "C[P@](=O)([O-])CC=O", "total_energy_ha": -685.0746, "gap_ev": 8.83, "total_charge": -1, "spin_multiplicity": 1}

{"formula": "C5H13NS", "method": "ωB97M-V with the def2-TZVPD basis set", "species": ["C", "C", "S", "C", "N", "C", "C", "H", "H", "H", "H", "H", "H", "H", "H", "H", "H", "H", "H", "H"], "coordinates": [[-0.752687, -0.289337, 1.100123], [-0.824847, -1.781272, 0.849787], [-0.157898, -2.814250, 2.202080], [0.683726, 0.248450, 1.027706], [1.176199, 0.423642, -0.304996], [0.863161, 1.597140, -1.088311], [-0.044752, 1.332438, -2.269636], [-1.378652, 0.230215, 0.369404], [-1.254337, -0.058558, 2.042447], [-0.326527, -2.091413, -0.066851], [-1.848858, -2.130038, 0.742011], [-1.325739, -3.261029, 2.672371], [1.325993, -0.435300, 1.593751], [0.746095, 1.217945, 1.535272], [1.714249, -0.314516, -0.719271], [1.782743, 2.043529, -1.470599], [0.426531, 2.322050, -0.400233], [-0.166923, 2.220050, -2.889552], [-1.040083, 0.974745, -2.012955], [0.402607, 0.565508, -2.912547]], "atomic_forces_ev_per_a": [[-0.319, 0.170, 0.015], [-0.497, -0.503, -0.007], [0.333, 0.012, 0.051], [-0.327, 0.166, 0.253], [0.267, -0.168, -0.078], [0.116, -0.393, 0.274], [-0.123, -0.197, -0.621], [0.171, -0.022, -0.283], [0.330, -0.099, 0.278], [0.210, 0.211, -0.029], [-0.129, 0.198, -0.117], [-0.046, 0.067, 0.019], [0.090, 0.101, -0.114], [-0.084, -0.087, 0.115], [-0.019, 0.101, -0.061], [0.134, 0.137, -0.004], [-0.082, 0.092, -0.050], [0.011, 0.150, 0.000], [-0.026, -0.009, 0.282], [-0.010, 0.072, 0.076]], "smiles": "CCNCCCS", "total_energy_ha": -651.2248, "gap_ev": 9.17, "spin_multiplicity": 1}